# 1
Here is one molecule with the formula C2HN3O2 at a distorted geometry from the Open Molecules 2025 dataset. Energies are from ωB97M-V/def2-TZVPD.

## Properties
**Lowest unoccupied orbital energy**: -0.97 eV
**ΔE to the lowest compared entry with this formula, charge and spin**: 7.7808 eV
**SMILES string**: O=C1[C@H]2N1N=[N+]2[O-]
**HOMO energy**: -10.874 eV

Each line ends with the Löwdin charge.
Element x y z (Å)
C 0.0143 -0.5658 0.0738  -0.09
C -1.3022 0.1670 0.2076  -0.34
N -0.6378 0.2892 -0.9661  0.12
N 0.6751 1.1839 -0.7217  0.23
N 1.1821 0.2797 0.0672  -0.33
O 2.2261 0.1303 0.6798  0.06
O -2.4312 0.2427 0.6625  0.16
H 0.2736 -1.7270 -0.0031  0.20

Cartesian forces (eV/Å) of the 3 atoms listed first:
C 0.85 -4.06 0.81
C -3.30 -0.08 2.10
N 2.39 1.44 -1.73

=====

# 2
Here is a 2-piece molecular cluster, C2HN3O2 overall at a distorted geometry from the Open Molecules 2025 dataset. Energies are from ωB97M-V/def2-TZVPD.

## Properties
**Lowest unoccupied orbital energy**: -0.68 eV
**ΔE to the lowest compared entry with this formula, charge and spin**: 6.3765 eV
**SMILES string**: n1c2[nH]n1-2.O=C=O
**HOMO energy**: -9.834 eV

Each line ends with the Löwdin charge.
Element x y z (Å)
C -0.2563 0.2572 -0.3502  0.00
C 1.3619 -1.7851 1.2149  -0.48
N 0.1551 1.3482 0.2913  0.01
N -0.5602 1.8842 -0.6201  -0.08
N -1.5358 1.0036 -0.9978  0.05
O 2.1845 -1.7276 0.4128  0.20
O 0.5417 -1.9706 1.9980  0.20
H -1.8908 0.9901 -1.9488  0.10

Cartesian forces (eV/Å) of the 3 atoms listed first:
C 0.10 -2.17 -1.20
C 0.26 -0.81 -0.47
N -1.29 -1.66 1.77

=====

# 3
Here is one molecule with the formula C2HN3O2 at a distorted geometry from the Open Molecules 2025 dataset. Energies are from ωB97M-V/def2-TZVPD.

## Properties
**Lowest unoccupied orbital energy**: -1.47 eV
**ΔE to the lowest compared entry with this formula, charge and spin**: 5.7371 eV
**SMILES string**: O=c1nncno1
**HOMO energy**: -9.912 eV

Each line ends with the Löwdin charge.
Element x y z (Å)
C -0.7652 0.1655 0.4247  -0.57
C 1.4237 -0.2670 -0.8256  -0.08
H 2.4040 -0.7711 -1.3374  0.16
N 0.0402 -0.8207 0.9123  0.08
N 1.0268 -1.1442 0.3736  0.07
N 0.5708 0.6000 -1.2771  0.06
O -1.8382 0.2317 0.9026  0.19
O -0.3891 1.1351 -0.4425  0.07

Cartesian forces (eV/Å) of the 3 atoms listed first:
C -2.54 2.63 0.90
C -0.97 -2.05 -0.19
H -2.92 1.90 0.69

=====

# 4
Here is one molecule with the formula C2HN3O2 at a distorted geometry from the Open Molecules 2025 dataset. Energies are from ωB97M-V/def2-TZVPD.

## Properties
**Lowest unoccupied orbital energy**: -2.05 eV
**ΔE to the lowest compared entry with this formula, charge and spin**: 6.0042 eV
**SMILES string**: O=c1cnnno1
**HOMO energy**: -10.700 eV

Each line ends with the Löwdin charge.
Element x y z (Å)
C 1.0081 -0.2844 -0.0200  -0.35
C 0.1936 0.8623 0.2812  0.02
H 0.4845 1.9916 0.3524  0.16
N -1.1274 0.8051 -0.1220  0.03
N -1.7599 -0.2825 -0.3227  -0.03
N -1.1518 -1.3058 -0.0851  0.00
O 2.2116 -0.3249 -0.3514  0.11
O 0.1411 -1.4613 0.2676  0.05

Cartesian forces (eV/Å) of the 3 atoms listed first:
C 3.89 -0.72 0.36
C -3.93 2.42 -2.74
H 0.13 -2.60 0.25

=====

# 5
Here is one molecule with the formula C2HN3O2 at a distorted geometry from the Open Molecules 2025 dataset. Energies are from ωB97M-V/def2-TZVPD.

## Properties
**Lowest unoccupied orbital energy**: -1.82 eV
**ΔE to the lowest compared entry with this formula, charge and spin**: 4.2610 eV
**SMILES string**: O=c1nncno1
**HOMO energy**: -10.421 eV

Each line ends with the Löwdin charge.
Element x y z (Å)
C -0.1533 -1.2587 0.3998  -0.50
C 0.1170 1.2407 -0.3615  -0.16
H 0.2658 2.2799 -0.6529  0.12
N 0.6920 -0.9308 -0.7176  0.13
N 0.8116 0.2413 -1.1030  0.08
N -0.6064 1.0814 0.6507  0.13
O -0.2957 -2.3902 0.7354  0.16
O -0.8310 -0.2636 1.0489  0.05

Cartesian forces (eV/Å) of the 3 atoms listed first:
C -0.53 -0.25 0.37
C 0.66 0.43 -0.52
H 0.07 -0.37 -0.13

=====

# 6
Here is one molecule with the formula C2HN3O3 at a distorted geometry from the Open Molecules 2025 dataset. Energies are from ωB97M-V/def2-TZVPD.

## Properties
**Lowest unoccupied orbital energy**: -2.74 eV
**ΔE to the lowest compared entry with this formula, charge and spin**: 7.7315 eV
**SMILES string**: O=c1nnc(O)no1
**HOMO energy**: -10.953 eV

Each line ends with the Löwdin charge.
Element x y z (Å)
C -0.8596 -0.0680 0.1881  -0.40
C 1.6408 0.0196 -0.1332  -0.36
H -2.5976 0.6600 0.3898  0.05
N -0.4220 -1.3122 -0.0848  0.18
N 0.9016 -1.2279 -0.5096  0.20
N -0.3412 1.1240 -0.1358  0.18
O -2.2487 -0.1300 0.1543  0.11
O 2.8906 -0.2183 0.4734  -0.01
O 1.0362 1.1527 -0.3422  0.06

Cartesian forces (eV/Å) of the 3 atoms listed first:
C -2.78 3.45 -2.31
C 6.90 -4.64 3.66
H -1.82 4.15 1.12

=====

# 7
Here is one molecule with the formula C2HN3O3 at a distorted geometry from the Open Molecules 2025 dataset. Energies are from ωB97M-V/def2-TZVPD.

## Properties
**Lowest unoccupied orbital energy**: -1.32 eV
**ΔE to the lowest compared entry with this formula, charge and spin**: 7.7144 eV
**SMILES string**: O=[N+]([O-])c1cnon1
**HOMO energy**: -11.928 eV

Each line ends with the Löwdin charge.
Element x y z (Å)
C 0.0921 -0.2237 -0.1073  -0.21
C -0.7526 0.8924 -0.1174  -0.02
H -0.4647 1.9732 -0.1188  0.15
N 1.5168 -0.2676 0.0983  -0.36
N -1.9832 0.3754 -0.0753  0.08
N -0.5902 -1.3908 0.0359  0.20
O 1.9584 0.8605 0.2031  0.09
O 2.1011 -1.2815 -0.1353  0.14
O -1.8779 -0.9379 0.2168  -0.06

Cartesian forces (eV/Å) of the 3 atoms listed first:
C -1.48 -3.43 1.54
C -1.03 -0.51 -0.22
H -0.71 -1.33 -0.32

=====

# 8
Here is one molecule with the formula C2HN5O at a distorted geometry from the Open Molecules 2025 dataset. Energies are from ωB97M-V/def2-TZVPD.

## Properties
**Lowest unoccupied orbital energy**: -1.36 eV
**ΔE to the lowest compared entry with this formula, charge and spin**: 4.5266 eV
**SMILES string**: O=c1nncnnn1
**HOMO energy**: -10.139 eV

Each line ends with the Löwdin charge.
Element x y z (Å)
C 0.5986 0.3605 -0.8925  -0.35
C -0.3129 -0.0280 1.4721  -0.21
H -0.2377 0.2353 2.6198  0.15
N -0.3636 1.4033 -0.2568  0.10
N -0.8614 1.1746 0.8815  0.07
N -0.2572 -1.2282 1.0116  0.09
N -0.6297 -1.3710 -0.4024  0.05
N -0.2949 -0.5917 -1.2832  0.08
O 1.9215 0.2576 -0.7191  0.03

Cartesian forces (eV/Å) of the 3 atoms listed first:
C 6.88 1.33 4.70
C -1.57 0.85 3.30
H 0.20 -1.34 -2.16

=====

# 9
Here is one molecule with the formula C2HN5O at a distorted geometry from the Open Molecules 2025 dataset. Energies are from ωB97M-V/def2-TZVPD.

## Properties
**Lowest unoccupied orbital energy**: -2.13 eV
**ΔE to the lowest compared entry with this formula, charge and spin**: 4.2332 eV
**SMILES string**: O=c1ncnnnn1
**HOMO energy**: -10.126 eV

Each line ends with the Löwdin charge.
Element x y z (Å)
C 0.8140 -0.5798 -0.0883  -0.43
C 0.4984 1.4809 -0.3525  -0.10
H 0.4055 2.4211 -0.6210  0.07
N 1.2893 0.6041 -0.6738  0.17
N -0.5250 1.0896 0.6988  0.09
N -1.4824 0.2689 0.6134  -0.02
N -1.6025 -0.6434 -0.3465  -0.01
N -0.5066 -1.1819 -0.8156  0.16
O 1.4387 -1.0986 0.8665  0.09

Cartesian forces (eV/Å) of the 3 atoms listed first:
C 2.35 -3.23 3.17
C -3.64 -4.36 3.16
H 0.12 4.66 -1.16

=====

# 10
Here is a 2-piece molecular cluster, C2HN5O4 overall at a distorted geometry from the Open Molecules 2025 dataset. Energies are from ωB97M-V/def2-TZVPD.

## Properties
**Lowest unoccupied orbital energy**: -1.00 eV
**ΔE to the lowest compared entry with this formula, charge and spin**: 1.9694 eV
**HOMO energy**: -10.620 eV

Each line ends with the Löwdin charge.
Element x y z (Å)
C -0.9117 -0.0056 -0.1762  -0.04
C 3.2709 -0.1368 -0.1149  -0.18
N 0.1996 -0.0611 -0.4169  0.09
N 3.5128 -0.6069 -2.4491  0.35
N 3.4016 -0.3854 -1.3603  0.04
N 3.3283 1.2498 0.3335  -0.36
N 2.9499 -1.2192 0.7992  -0.37
O 3.8945 2.0035 -0.4225  0.09
O 2.7822 -2.2998 0.2900  0.08
O 2.8119 1.5175 1.3790  0.12
O 2.9204 -0.9584 1.9683  0.11
H -1.9435 0.0690 0.0445  0.06

Cartesian forces (eV/Å) of the 3 atoms listed first:
C -0.23 0.08 0.05
C -0.25 0.48 2.33
N 0.66 -0.06 -0.16

=====

> Which formula does entry 5 have?

C2HN3O2